[1]
The following is a quantum chemistry calculation of C15H16N2O3S in the gas phase, from the Open Molecules 2025 dataset.

Structure (XYZ):
```
37
Properties=species:S:1:pos:R:3:forces:R:3:lowdin_charge:R:1
O 1.682011 1.424816 1.231864 0.047 0.297 0.020 0.068
C 1.753633 0.220834 1.098032 0.286 -0.356 0.227 -0.484
C 3.073276 -0.464425 0.760243 0.134 0.201 -0.131 -0.094
C 3.663775 0.122452 -0.518040 0.111 -0.008 0.604 -0.202
N 2.823561 -0.108120 -1.680219 -0.655 -0.591 -0.350 -0.131
S 1.540223 -1.127370 -1.906358 0.254 0.424 -0.401 0.664
O 1.522881 -2.200436 -0.942454 0.045 0.168 -0.057 -0.301
O 1.579915 -1.482628 -3.294605 0.006 0.149 -0.038 -0.277
C 0.091101 -0.109666 -1.643073 0.507 -0.265 -0.103 -0.282
C -1.129979 -0.756164 -1.642908 -0.115 -0.124 -0.068 -0.071
C -2.289661 -0.019389 -1.470943 0.086 -0.035 -0.091 -0.069
C -2.211679 1.352258 -1.294185 -0.012 0.036 -0.066 -0.074
C -0.982077 1.990373 -1.304047 0.007 -0.046 -0.080 -0.061
C 0.179762 1.258320 -1.489115 0.062 0.193 -0.018 -0.065
N 0.721784 -0.646780 1.249636 -0.074 -0.397 0.134 0.135
C -0.618158 -0.367536 1.534871 -0.245 0.170 0.180 -0.223
C -1.524132 -1.423490 1.451701 0.055 0.040 0.071 -0.038
C -2.862593 -1.217334 1.720516 0.016 -0.056 0.025 -0.093
C -3.315326 0.042938 2.075202 -0.135 0.053 0.008 -0.099
C -2.415558 1.090430 2.165545 -0.076 -0.106 0.018 -0.083
C -1.071913 0.895030 1.901637 0.161 0.135 0.048 -0.017
H 2.952491 -1.539956 0.657530 0.109 0.060 0.137 0.100
H 3.770665 -0.254107 1.574499 -0.085 0.000 -0.020 0.132
H 3.772896 1.206723 -0.384272 0.002 -0.207 0.004 0.122
H 4.657098 -0.313487 -0.684172 -0.173 0.073 0.001 0.123
H 3.261258 0.092120 -2.562382 -0.080 -0.019 -0.257 0.112
H -1.152651 -1.826101 -1.777137 -0.135 -0.160 0.008 0.122
H -3.248319 -0.514367 -1.467179 -0.074 -0.059 0.019 0.112
H -3.114003 1.926423 -1.148431 -0.085 0.050 0.029 0.109
H -0.923983 3.058757 -1.165472 0.021 0.101 0.024 0.112
H 1.143994 1.739496 -1.496188 0.060 0.081 0.042 0.109
H 0.890197 -1.593294 0.924006 0.075 0.283 0.097 0.115
H -1.167845 -2.404236 1.170431 0.032 -0.135 -0.040 0.119
H -3.555286 -2.043225 1.653016 -0.046 -0.079 -0.011 0.104
H -4.362242 0.204411 2.283708 -0.094 0.011 0.024 0.099
H -2.760193 2.074352 2.447159 -0.019 0.094 0.025 0.105
H -0.374924 1.712378 1.971584 0.031 0.023 -0.014 0.103
```
Positions in Å, forces in eV/Å.

The value obtained for the frontier orbital gap is 9.16 eV. The SMILES is O=C(CCNS(=O)(=O)c1ccccc1)Nc1ccccc1. The calculation puts the HOMO energy at -8.57 eV. The calculation puts the relative energy (zero: lowest compared OMol25 entry of this formula, charge and spin) at 29.7 kcal/mol. The spin multiplicity is 1. Its max |F| is 0.9 eV Å⁻¹.

---

[2]
The following is a quantum chemistry calculation of a molecular structure, C30H31N5OP2RuS2Se2, from the Open Molecules 2025 dataset.

Structure (XYZ):
```
74
Properties=species:S:1:pos:R:3:forces:R:3:mulliken_spin:R:1
Ru 0.821013 3.474100 -0.162526 -0.089 0.872 0.027 0.818
N 2.154564 5.110707 -0.596251 0.046 -0.130 -0.064 -0.013
C 1.948696 5.455726 -2.021001 -0.039 0.058 0.052 0.004
C 0.457663 5.562568 -2.258611 0.039 -0.059 -0.047 -0.003
N -0.155429 4.252640 -1.920013 0.095 -0.044 0.082 0.020
H 1.906011 5.893004 0.005705 -0.017 0.019 -0.024 0.000
H 3.132988 4.907264 -0.419340 -0.008 -0.043 0.022 0.001
H 2.348947 4.631635 -2.613844 0.071 0.057 -0.040 -0.001
H 2.463308 6.372530 -2.312145 -0.026 0.029 0.046 0.000
H 0.250417 5.857625 -3.287318 -0.048 -0.051 -0.006 -0.001
H 0.021674 6.312314 -1.597940 0.010 0.025 -0.013 0.000
H -0.078148 3.606784 -2.700265 -0.064 -0.033 0.017 -0.001
H -1.139904 4.364003 -1.693038 -0.058 -0.123 -0.165 -0.001
Se -4.053442 -1.162663 -1.598003 0.018 -0.006 -0.094 0.000
P -2.574010 -1.498081 -0.150824 -0.177 0.030 -0.191 0.001
C -1.506865 -2.900270 -0.616330 0.152 0.065 0.163 0.000
C -1.096531 -3.842179 0.329272 -0.003 0.021 0.023 0.000
C -0.348475 -4.944145 -0.057015 0.005 0.002 -0.024 0.000
C -0.013735 -5.120952 -1.392345 0.004 -0.001 0.022 0.000
C -0.437611 -4.200065 -2.340467 0.016 0.011 -0.023 0.000
C -1.188375 -3.100159 -1.956782 -0.029 -0.038 0.006 0.000
C -3.172111 -1.946525 1.496461 -0.021 0.068 0.023 0.000
C -2.786976 -1.291379 2.660557 0.049 -0.069 0.006 0.000
C -3.286110 -1.712740 3.886431 0.017 -0.011 0.000 0.000
C -4.162713 -2.783887 3.951057 -0.012 0.000 -0.001 0.000
C -4.550071 -3.438755 2.787831 -0.001 -0.006 0.009 0.000
C -4.060671 -3.020143 1.563406 -0.022 0.045 -0.024 0.000
C -1.631545 0.045552 0.102002 0.176 -0.062 0.058 -0.002
C -0.393721 0.612778 -0.220824 -0.261 -0.669 0.048 -0.003
N -0.490994 1.927063 0.130620 -0.074 -0.041 0.009 -0.021
N -1.686537 2.138246 0.640608 -0.032 0.051 -0.098 0.002
N -2.383130 1.034496 0.622963 -0.030 -0.060 0.069 -0.001
P 1.161844 -0.005289 -0.803748 0.629 1.979 -0.109 -0.018
Se 2.253787 1.928034 -1.258090 0.062 -0.475 -0.035 0.171
C 2.124884 -0.820469 0.469517 -0.058 -0.541 -0.238 0.003
C 3.417457 -0.408555 0.792080 -0.056 -0.015 0.041 0.004
C 4.102730 -1.057809 1.806843 0.059 -0.010 -0.035 0.001
C 3.523112 -2.126359 2.475352 -0.001 -0.002 0.000 0.000
C 2.248682 -2.555789 2.132356 0.008 -0.038 -0.027 0.000
C 1.553253 -1.910112 1.125558 -0.038 0.129 0.110 0.000
C 1.089493 -0.733699 -2.427997 -0.413 -0.532 0.302 -0.005
C 0.028982 -0.371117 -3.257881 0.175 0.003 -0.114 0.020
C -0.023170 -0.893369 -4.538808 -0.031 0.065 -0.036 -0.002
C 0.964796 -1.766220 -4.979019 -0.001 0.009 0.009 0.002
C 2.015113 -2.121035 -4.143673 0.011 0.002 -0.001 -0.001
C 2.078323 -1.610431 -2.856446 0.042 -0.008 0.002 0.003
H -1.378127 -3.725124 1.368511 0.031 0.008 0.003 0.000
H -0.039542 -5.671231 0.682741 -0.021 -0.012 -0.003 0.000
H 0.553759 -5.990788 -1.696935 0.014 0.009 0.001 0.000
H -0.201423 -4.348480 -3.386182 -0.011 -0.005 0.001 0.000
H -1.569817 -2.412424 -2.697756 -0.045 -0.018 -0.011 0.000
H -2.113548 -0.447571 2.616543 -0.007 0.006 0.011 0.000
H -2.994084 -1.195396 4.790875 0.002 -0.001 -0.001 0.000
H -4.554566 -3.105202 4.907241 0.003 -0.002 -0.001 0.000
H -5.241420 -4.269479 2.835745 0.001 0.001 -0.001 0.000
H -4.373138 -3.515605 0.651403 -0.020 0.008 0.002 0.000
H 3.884910 0.412392 0.268105 -0.030 0.032 0.018 0.001
H 5.098196 -0.726609 2.070217 0.006 -0.020 -0.002 0.000
H 4.069728 -2.630272 3.261460 -0.007 0.013 0.011 0.000
H 1.796404 -3.394814 2.644309 -0.003 0.003 0.000 0.000
H 0.560153 -2.241298 0.862013 -0.030 -0.009 -0.001 -0.001
H -0.747859 0.299471 -2.909470 -0.038 -0.062 0.046 0.004
H -0.845239 -0.626513 -5.189745 0.002 -0.018 -0.006 0.000
H 0.911290 -2.174234 -5.979748 0.007 0.000 0.000 0.000
H 2.780532 -2.801910 -4.490669 -0.001 -0.002 0.002 0.000
H 2.889764 -1.890688 -2.195012 -0.026 -0.026 0.011 0.000
C 0.014262 4.206826 4.726173 0.049 0.030 0.016 0.001
O -0.496669 4.805395 3.516637 -0.053 -0.032 -0.016 0.000
C 0.030002 4.485940 2.372726 0.113 0.115 -0.002 0.009
S 1.380610 3.482121 2.161980 0.031 -0.364 0.063 0.030
S -0.630125 5.112845 0.951132 -0.037 -0.137 0.133 -0.023
H -0.763554 4.353363 5.466821 0.010 0.022 0.005 0.001
H 0.928398 4.717211 5.024131 0.010 -0.010 -0.016 0.000
H 0.203642 3.147200 4.568681 -0.028 -0.004 0.003 -0.002
```
Positions in Å, forces in eV/Å.

The value obtained for the frontier orbital gap (alpha / beta) is 7.02 / 5.59 eV. The calculation puts the HOMO energy (alpha / beta) at -9.74 / -9.74 eV. The calculation puts the relative energy (zero: lowest compared OMol25 entry of this formula, charge and spin) at 0.0 kcal/mol. The spin multiplicity is 2. Its max |F| is 2.1 eV Å⁻¹. The charge is +1.

---

[3]
The following is a quantum chemistry calculation of 5 unconnected molecules or ions with the total composition C3H16O4S, from the Open Molecules 2025 dataset.

Structure (XYZ):
```
24
Properties=species:S:1:pos:R:3:forces:R:3:lowdin_charge:R:1
C 0.491075 2.299702 -1.375235 -0.234 0.451 0.563 -0.153
C 0.488838 1.808326 0.071912 -1.152 -0.656 -0.402 -0.564
S -0.540290 2.715968 1.248380 1.858 1.378 0.765 0.790
C -2.138985 2.433921 0.637307 -1.470 -0.715 -0.841 -0.476
H 1.116312 1.640343 -1.968618 -0.071 -0.057 -0.286 0.068
H 0.868843 3.319997 -1.445233 0.300 -0.021 0.112 0.068
H -0.516676 2.364144 -1.778222 -0.035 -0.391 -0.132 0.054
H 1.511374 1.668204 0.406520 -0.033 0.259 0.525 0.064
H -0.043582 0.859667 0.185827 0.607 -0.447 -0.669 0.031
H -2.291461 2.623844 -0.427394 0.318 0.165 0.002 0.036
H -2.470681 1.401075 0.795939 -0.039 0.171 0.156 0.040
H -2.795261 3.131700 1.154229 -0.053 -0.142 0.177 0.030
O -0.361010 -3.011328 -0.041347 -0.109 -0.094 0.579 -0.049
H -1.103573 -3.436665 -0.468887 -0.219 -0.092 -0.456 0.045
H -0.504850 -3.283367 0.879204 0.327 0.230 -0.133 0.065
O 1.210200 -1.190079 1.810121 0.073 -0.359 -0.341 -0.051
H 1.968521 -0.648328 1.588547 0.185 0.346 0.180 0.035
H 0.977554 -1.568179 0.949615 -0.218 -0.065 0.089 0.004
O -1.812698 -0.674141 -1.483251 0.418 0.463 0.698 -0.052
H -1.057394 -1.205490 -1.188750 -0.322 -0.027 -0.137 0.009
H -2.222650 -1.116394 -2.215460 -0.103 -0.415 -0.502 0.024
O 2.901003 -3.718609 0.844381 0.757 0.102 -0.725 -0.072
H 2.694784 -3.067337 1.519865 0.014 0.224 0.069 0.002
H 3.630598 -3.346963 0.300552 -0.798 -0.309 0.709 0.053
```
Positions in Å, forces in eV/Å.

The value obtained for the frontier orbital gap is 8.40 eV. The SMILES is CCSC.O.O.O.O. The calculation puts the HOMO energy at -8.09 eV. The calculation puts the relative energy (zero: lowest compared OMol25 entry of this formula, charge and spin) at 26.7 kcal/mol. The spin multiplicity is 1. Its max |F| is 2.4 eV Å⁻¹.

---

[4]
The following is a quantum chemistry calculation of CHNOS in the gas phase, from the Open Molecules 2025 dataset.

Structure (XYZ):
```
5
Properties=species:S:1:pos:R:3:forces:R:3:lowdin_charge:R:1
C 0.574244 -0.455154 -0.266105 -1.128 1.016 -0.968 -0.438
N 1.073048 -1.100681 0.571688 1.601 -1.477 1.512 0.074
O -1.142185 1.330045 0.194569 -0.549 2.139 0.135 -0.600
S -1.219583 -0.082590 0.523692 0.031 -1.383 -0.337 0.883
H 0.714475 0.308381 -1.023843 0.045 -0.294 -0.342 0.081
```
Positions in Å, forces in eV/Å.

The value obtained for the frontier orbital gap (alpha / beta) is 7.79 / 7.42 eV. The calculation puts the HOMO energy (alpha / beta) at -9.31 / -8.84 eV. The calculation puts the relative energy (zero: lowest compared OMol25 entry of this formula, charge and spin) at 47.0 kcal/mol. The spin multiplicity is 1. Its max |F| is 2.7 eV Å⁻¹.